(1)
# C5H7FO

A structure of composition C5H7FO (ωB97M-V/def2-TZVPD, the OMol25 dataset).

Structure (XYZ):
```
14
Properties=species:S:1:pos:R:3:forces:R:3:mulliken_charge:R:1
C 0.7411 1.6257 -0.0262 2.8 0.0 2.8 -0.68
H -1.9351 -1.5324 -0.8972 -1.3 3.3 3.4 0.21
C -0.1141 0.6124 -0.3584 4.3 1.1 1.4 0.84
O 0.3223 -0.6438 -0.5384 3.6 -2.1 1.8 -0.32
H 1.7611 -1.4192 1.5329 -1.3 1.1 -4.2 0.28
H 2.8132 -0.4772 -0.0643 -4.0 -2.6 0.4 0.30
C -2.2820 -0.4547 -0.1111 0.9 -1.0 -3.7 -0.13
H -1.8552 1.6122 -0.1143 -1.2 1.9 0.7 0.44
H 1.9173 1.1489 0.4287 -3.8 2.0 -2.0 0.04
C 1.6484 -1.2081 0.2055 1.3 -1.1 -1.0 -0.67
H 1.5565 -2.3294 -0.4010 0.9 3.5 2.1 0.23
H 0.5396 2.7369 0.3824 0.0 -3.0 -1.4 0.26
F -3.6355 -0.3323 0.1857 2.1 -0.2 -0.5 -0.25
C -1.4777 0.6611 -0.2243 -4.3 -2.8 0.1 -0.56
```
Forces are in eV/Å.

charge: 0
HOMO-LUMO gap: 8.685 eV
LUMO energy: 0.010 Eh

=====

(2)
# C5H7FO2

An isolated molecule of C5H7FO2 (ωB97M-V/def2-TZVPD, the OMol25 dataset).

Structure (XYZ):
```
15
Properties=species:S:1:pos:R:3:forces:R:3:mulliken_charge:R:1
C -1.9598 0.0747 1.6327 -0.6 3.2 0.6 -1.38
F -1.1397 -0.9536 -0.7939 0.0 0.0 0.1 -0.32
H 0.6843 -1.2379 -2.2921 -2.3 -2.1 -1.4 0.36
C -0.6884 0.6219 1.1392 1.4 -2.0 -3.7 0.93
H 1.7211 1.3798 0.5598 -1.0 -0.3 0.2 0.38
H 1.8674 -0.0508 -2.6129 0.5 0.5 -0.6 0.32
O 0.0337 1.4475 1.6545 -0.4 -0.1 0.2 -0.64
H -2.7775 0.5050 1.0711 -0.2 -0.2 -0.8 0.34
C -0.2612 -0.0716 -0.2560 0.5 1.2 3.0 0.04
H -2.1345 0.5568 2.5614 0.0 0.1 1.4 0.42
H 2.3107 -1.4065 -1.5266 -0.2 -0.2 -0.8 0.29
O 1.8883 0.8831 -0.2495 1.8 0.0 -0.2 -0.51
C 1.5021 -0.7764 -1.9271 2.0 1.7 3.8 -1.16
H -2.0706 -0.9428 1.7087 0.1 -2.4 -0.1 0.37
C 1.0241 -0.0292 -0.6693 -1.4 0.5 -1.7 0.57
```
Forces are in eV/Å.

charge: 0
HOMO-LUMO gap: 9.680 eV
LUMO energy: 0.030 Eh
SMILES string: CC(=O)/C(F)=C(/C)O

=====

(3)
# C5H7FOS

An isolated molecule of C5H7FOS (ωB97M-V/def2-TZVPD, the OMol25 dataset).

Structure (XYZ):
```
15
Properties=species:S:1:pos:R:3:forces:R:3:mulliken_charge:R:1
C 1.3915 -0.6937 0.3688 -0.2 0.1 0.2 -0.46
C 0.5471 0.4581 1.0809 0.2 0.3 -0.3 -0.73
H -2.3068 0.2746 -1.2455 -0.2 -0.1 -0.1 0.39
F -1.3871 2.0475 -1.5319 0.0 0.0 -0.1 -0.27
H -0.9908 -2.0391 0.2095 -0.2 0.2 0.2 0.15
H 1.0375 1.4324 0.9467 -0.1 -0.3 0.1 0.27
S -1.7105 -1.0790 0.8457 0.3 -0.1 -0.3 -0.25
H 0.3975 0.2462 2.1282 0.0 0.0 0.3 0.33
C -0.0332 0.1675 -1.0458 0.3 -0.1 0.0 -0.13
C -0.7521 0.3623 0.2897 -0.1 -0.1 0.1 0.15
H 1.4074 -1.6179 0.9502 0.1 0.1 -0.1 0.34
H 2.4020 -0.3536 0.1521 0.1 0.0 0.1 0.33
H 0.6391 1.0210 -1.1708 0.0 0.0 -0.1 0.27
O 0.7289 -0.9972 -0.9047 -0.1 -0.1 -0.3 -0.43
C -1.3703 0.7710 -1.0731 0.0 0.0 0.2 0.06
```
Forces are in eV/Å.

charge: 0
HOMO-LUMO gap: 10.037 eV
LUMO energy: 0.029 Eh
SMILES string: F[C@H]1[C@@H]2OCC[C@@]12S

=====

(4)
# C5H7FS2

A cluster of 2 separate species, C5H7FS2 in total (ωB97M-V/def2-TZVPD, the OMol25 dataset).

Structure (XYZ):
```
15
Properties=species:S:1:pos:R:3:forces:R:3:mulliken_charge:R:1
S -1.5697 2.0544 1.9273 0.5 0.3 -0.7 -0.21
H -2.7960 2.4600 -1.7551 1.2 -0.7 -0.1 0.12
H 0.6201 -1.0182 -0.6320 0.2 -1.5 0.7 0.46
H 0.8025 -3.2437 0.5716 -0.8 -2.0 -0.7 0.30
C -1.1870 1.2187 0.4515 -0.9 -1.8 -0.2 -0.12
C -0.7662 1.1748 -0.9612 1.3 1.5 0.1 0.12
C -1.3368 0.0788 -0.2046 0.1 1.0 0.5 -0.51
H 0.3116 1.3030 -1.2369 -0.5 -0.5 0.4 0.20
H -1.5581 -0.9390 -0.4172 -0.5 -0.3 0.5 0.56
H 1.5654 -2.4773 2.0676 -0.7 0.3 -0.7 0.26
C 0.9747 -1.2898 0.3884 0.0 0.8 -1.2 0.07
F 1.4360 -0.1257 0.8229 0.7 1.0 1.2 -0.25
C 1.0305 -2.3928 1.1019 1.3 1.3 0.8 -0.83
H -1.8415 0.9171 2.5453 -0.2 -0.3 0.4 0.13
S -1.5833 2.0112 -2.2855 -1.6 1.1 -0.9 -0.29
```
Forces are in eV/Å.

charge: 0
HOMO-LUMO gap: 9.341 eV
LUMO energy: 0.024 Eh
SMILES string: SC1=C[C@H]1S.C=CF

=====

(5)
# C5H7HoO3

A structure of composition C5H7HoO3 (ωB97M-V/def2-TZVPD, the OMol25 dataset).

Structure (XYZ):
```
16
Properties=species:S:1:pos:R:3:forces:R:3:lowdin_spin:R:1
C 0.1474 -1.5352 -1.4113 -3.5 1.4 -0.4 1.01
O -1.5949 1.0233 2.1300 0.3 0.3 -0.5 0.00
O -0.6900 -0.7658 3.0223 0.3 0.2 -0.5 0.00
C -0.7310 0.1334 2.1724 -2.7 -0.4 2.9 0.00
H 0.9290 -0.0715 -2.7786 -0.6 0.2 -0.4 0.03
H 1.4650 1.6943 -1.3314 0.2 -0.1 0.0 0.00
H -0.4947 1.7006 0.2165 0.1 0.1 0.2 0.00
C 0.2996 0.9458 0.2394 -0.7 -0.7 2.0 0.04
H -0.8512 -1.9697 -1.3569 0.2 -0.9 0.2 0.06
H 1.0138 -2.1798 -1.2514 1.4 -0.8 0.0 0.17
C 1.2335 0.7515 -0.8286 -1.1 0.3 -0.9 0.08
Ho -2.7310 0.0903 4.2871 0.7 0.0 -0.6 3.01
H -0.7544 0.0774 -1.9306 -0.5 -0.1 -0.1 0.15
H 2.1222 0.1859 -0.5309 0.1 -0.1 -0.2 0.02
C 0.3685 -0.1572 -1.8388 4.4 -0.3 0.5 0.41
O 0.2681 0.0768 1.1908 1.4 0.9 -2.1 0.01
```
Forces are in eV/Å.

charge: +3
spin multiplicity: 6
HOMO-LUMO gap (spin up / spin down): 8.725 / 2.190 eV
LUMO energy (spin up / spin down): -0.479 / -0.679 Eh

=====

(6)
# C5H7I

A structure of composition C5H7I (ωB97M-V/def2-TZVPD, the OMol25 dataset).

Structure (XYZ):
```
13
Properties=species:S:1:pos:R:3:forces:R:3:mulliken_charge:R:1
C -0.7902 -0.2244 -0.1711 0.7 2.7 2.9 0.31
H -0.0759 1.2420 -1.6200 0.4 2.0 0.1 0.38
H -0.8027 -0.1315 -2.3674 -0.1 0.2 0.6 0.37
C -0.3060 -2.7204 0.5463 0.0 3.1 -0.7 -0.17
C 0.0662 0.6907 1.3052 -2.6 -1.7 -1.3 -0.83
H 0.7031 -0.3866 -1.6181 0.1 0.8 0.1 0.36
I -2.9488 0.1712 -0.0361 0.6 0.1 0.0 0.08
C -0.5539 -1.5553 0.2290 0.5 -3.8 0.4 -0.61
H 0.2472 -3.5619 0.8850 -0.4 -0.3 0.0 0.42
H -0.7589 0.9078 2.0613 1.1 -0.3 -1.2 0.30
H 0.4737 1.5851 0.8613 0.2 0.2 0.1 0.31
H 0.7930 -0.0312 1.7302 -0.4 0.6 -0.5 0.30
C -0.2100 0.2242 -1.5000 -0.2 -3.5 -0.5 -1.23
```
Forces are in eV/Å.

charge: 0
HOMO-LUMO gap: 9.487 eV
LUMO energy: 0.009 Eh

=====

(7)
# C5H7IO3S

An isolated molecule of C5H7IO3S (ωB97M-V/def2-TZVPD, the OMol25 dataset).

Structure (XYZ):
```
17
Properties=species:S:1:pos:R:3:forces:R:3:mulliken_charge:R:1
H 0.9155 0.3461 1.7716 -0.1 0.1 0.1 0.35
C 0.0473 0.4275 -0.1965 -0.7 1.2 0.4 1.57
H -1.2582 -2.7531 0.2674 -0.1 -0.5 0.1 0.49
H 0.8739 1.9729 1.0709 0.1 0.1 0.0 0.35
C -1.0900 -0.5441 -0.0424 0.9 -4.6 0.3 -0.50
O 1.6639 -2.7452 -0.9089 0.0 0.1 -0.3 -0.60
H 0.7016 2.0547 -1.4266 0.1 0.1 0.1 0.43
H -0.9844 2.1862 -0.8953 0.0 0.0 0.0 0.42
C 0.3211 1.0451 1.1861 0.2 0.0 -0.1 -1.23
C -0.2169 1.5020 -1.2477 0.3 -0.4 0.0 -1.82
I -3.0591 0.0833 0.0527 0.2 -0.1 0.0 0.20
H -0.6103 1.2499 1.7099 0.0 0.1 0.0 0.30
O 1.6231 -1.8102 1.3544 0.0 0.1 0.0 -0.59
C -0.6658 -1.8897 0.0894 -0.6 5.1 -0.7 -0.42
S 1.1054 -1.8287 0.0219 -0.4 -0.4 0.1 1.06
H -0.5271 1.0518 -2.1880 -0.1 0.0 -0.1 0.41
O 1.1601 -0.3484 -0.6189 0.5 -0.8 0.0 -0.41
```
Forces are in eV/Å.

charge: 0
HOMO-LUMO gap: 9.858 eV
LUMO energy: 0.001 Eh
SMILES string: CC1(C)OS(=O)(=O)C=C1I

=====

(8)
# C5H7IrO3

A structure of composition C5H7IrO3 (ωB97M-V/def2-TZVPD, the OMol25 dataset).

Structure (XYZ):
```
16
Properties=species:S:1:pos:R:3:forces:R:3:lowdin_spin:R:1
H 1.8872 0.8222 2.4496 -0.2 -0.3 0.0 0.05
H 2.3676 -1.0371 0.9078 -0.3 0.0 -0.2 0.03
C -1.2971 2.1869 -1.0949 -4.1 -0.2 -3.9 0.02
H 0.9642 -2.5451 -0.9073 -0.1 -0.2 0.4 0.02
H 0.2274 0.1029 2.7273 0.1 0.7 -0.4 0.05
Ir 0.3384 1.7223 0.6934 2.4 -1.2 1.7 2.65
H -0.0853 -2.4131 2.0102 -0.3 0.4 -0.3 0.02
C 0.4524 -2.8547 0.0078 -0.1 -1.2 -2.2 0.58
O -1.6558 1.8113 0.2051 -1.6 0.5 0.1 0.13
C 1.0245 0.3229 1.9740 0.9 -1.5 2.4 0.32
C 1.3748 -0.9598 1.3706 -0.1 -0.2 -1.2 0.44
C 0.5011 -2.0737 1.1466 0.7 2.0 2.6 0.42
H -2.5954 1.6242 0.3135 -0.4 0.1 0.0 0.01
O -2.1453 2.3766 -1.9370 1.5 0.0 1.7 0.04
H -0.1852 -3.7383 -0.0413 0.3 0.2 0.1 0.03
O -0.0312 2.0838 -1.1840 1.2 0.8 -0.8 0.20
```
Forces are in eV/Å.

charge: +1
spin multiplicity: 6
HOMO-LUMO gap (spin up / spin down): 8.014 / 5.026 eV
LUMO energy (spin up / spin down): -0.149 / -0.324 Eh